1.
Molecular formula: C4H5NO2S
Method: DFT, ωB97M-V/def2-TZVPD

CARTESIAN COORDINATES (ANGSTROEM)
C1 1.267 -0.711 -0.462
C2 -0.661 -1.647 -0.147
C3 -0.017 1.220 0.304
C4 1.161 0.680 -0.382
N1 2.124 -0.312 0.312
O1 -1.799 0.238 -1.358
O2 -2.291 0.054 1.094
S1 -1.358 0.014 -0.010
H1 -1.050 -2.188 -0.874
H2 -0.241 -2.151 0.813
H3 0.112 1.293 1.459
H4 -0.386 1.972 -0.286
H5 1.633 1.154 -1.206

Cartesian forces, eV/Å:
-4.13 -3.17 0.05
6.12 3.23 5.54
0.89 -2.81 2.78
0.92 1.17 -1.30
0.98 -0.48 1.28
-0.08 0.48 -0.31
0.44 0.05 -0.33
-0.83 -1.22 0.51
-1.53 -2.34 -3.48
-1.36 0.90 -1.76
-0.45 0.37 -2.09
-0.98 2.67 -0.53
0.01 1.16 -0.36

Net charge: 0
HOMO level (alpha / beta) (Eh): -0.3555 / -0.3555
Gap between HOMO and LUMO (alpha / beta) (eV): 8.2 / 8.2

Charges obtained by Mulliken population analysis, quoted in units of e:
1. C 0.06
2. C -0.70
3. C -0.76
4. C 0.08
5. N -0.46
6. O -0.63
7. O -0.64
8. S 1.16
9. H 0.47
10. H 0.31
11. H 0.37
12. H 0.36
13. H 0.38

***

2.
Molecular formula: C4H5NO2S
Method: DFT, ωB97M-V/def2-TZVPD

CARTESIAN COORDINATES (ANGSTROEM)
C1 1.635 0.859 -0.537
C2 0.401 -0.019 -0.889
C3 -0.879 0.462 1.229
C4 -1.263 -1.563 0.015
H1 2.006 0.691 0.497
H2 2.382 0.648 -1.257
H3 1.314 1.943 -0.556
H4 -1.659 -0.068 1.828
H5 -0.826 -2.184 -0.762
N1 -0.597 -0.298 0.150
O1 0.307 -0.606 -1.939
O2 -2.315 -1.888 0.591
S1 -0.508 2.022 1.631

Cartesian forces, eV/Å:
-2.12 0.83 1.15
1.16 -0.28 0.24
-1.64 1.29 1.39
-3.26 -0.51 0.73
-0.38 -0.08 -0.66
0.63 -0.14 -0.72
0.45 -1.18 -0.13
0.81 0.36 -0.23
0.29 -0.07 0.05
0.85 -0.73 -0.98
-0.17 0.56 0.73
3.32 1.27 -1.12
0.05 -1.34 -0.45

Net charge: 0
HOMO level (Eh): -0.3381
Gap between HOMO and LUMO (eV): 8.5
SMILES string: CC(=O)N(C=O)C=S

Charges obtained by Mulliken population analysis, quoted in units of e:
1. C -1.17
2. C 0.67
3. C -0.07
4. C 0.03
5. H 0.35
6. H 0.34
7. H 0.32
8. H 0.29
9. H 0.37
10. N 0.12
11. O -0.50
12. O -0.49
13. S -0.25

***

3.
Molecular formula: C4H5NO2S
Method: DFT, ωB97M-V/def2-TZVPD

CARTESIAN COORDINATES (ANGSTROEM)
C1 -0.202 0.844 -0.604
C2 0.267 0.423 0.835
C3 -1.035 0.109 1.756
C4 0.975 -0.663 0.139
H1 0.897 -0.767 -3.343
H2 0.026 1.940 -0.789
H3 -1.282 0.479 -0.895
H4 0.791 1.075 1.487
H5 -0.936 -0.280 2.848
N1 0.902 0.017 -1.155
O1 0.248 -0.833 -2.270
O2 -2.209 -0.303 1.201
S1 1.558 -2.040 0.791

Cartesian forces, eV/Å:
-0.21 2.14 0.18
-4.59 0.85 0.46
-5.13 -5.72 -3.04
1.13 -1.77 0.03
-2.58 0.01 5.40
-0.87 -1.26 -0.22
2.29 0.72 0.73
1.14 0.83 -0.11
0.16 1.49 -1.52
-2.00 -2.55 -0.87
3.95 1.10 -2.97
6.99 3.30 3.08
-0.30 0.86 -1.16

Net charge: 0
HOMO level (Eh): -0.3382
Gap between HOMO and LUMO (eV): 8.3

Charges obtained by Mulliken population analysis, quoted in units of e:
1. C -0.52
2. C 0.25
3. C -0.04
4. C -0.09
5. H 0.36
6. H 0.27
7. H 0.31
8. H 0.32
9. H 0.34
10. N 0.06
11. O -0.52
12. O -0.47
13. S -0.27

***

4.
Molecular formula: C4H5NO2S
Method: DFT, ωB97M-V/def2-TZVPD

CARTESIAN COORDINATES (ANGSTROEM)
C1 0.112 -0.582 0.038
C2 -2.812 0.335 -0.146
C3 0.577 0.697 -0.394
C4 2.015 0.865 -0.233
H1 1.821 -1.467 0.305
H2 0.326 -2.116 1.258
H3 -3.851 0.368 -0.656
H4 -0.085 1.701 -0.539
H5 2.386 1.824 -0.399
N1 0.746 -1.584 0.485
O1 -2.402 1.153 0.725
O2 2.892 -0.109 -0.023
S1 -1.724 -1.085 -0.422

Cartesian forces, eV/Å:
-4.16 4.88 -2.57
2.01 1.99 3.58
0.05 0.18 1.24
0.94 -4.89 0.19
-1.50 0.02 0.91
0.44 -0.02 -0.92
1.64 -0.12 0.60
1.49 -3.18 0.11
0.88 1.82 -0.12
3.30 -2.31 0.95
-2.26 -2.08 -3.45
-3.35 3.19 -0.53
0.52 0.51 0.00

Net charge: 0
HOMO level (Eh): -0.3267
Gap between HOMO and LUMO (eV): 8.7
SMILES string: N/C(=C\C=O)SC=O

Charges obtained by Mulliken population analysis, quoted in units of e:
1. C 0.40
2. C 0.15
3. C -0.41
4. C -0.01
5. H 0.35
6. H 0.25
7. H 0.31
8. H 0.23
9. H 0.42
10. N -0.37
11. O -0.46
12. O -0.71
13. S -0.15

***

5.
Molecular formula: C4H5NO2S
Method: DFT, ωB97M-V/def2-TZVPD

CARTESIAN COORDINATES (ANGSTROEM)
C1 0.538 1.817 0.525
C2 -0.773 -1.720 -0.575
C3 0.575 0.588 0.138
C4 -0.977 -0.502 -0.227
N1 1.801 -0.058 0.153
O1 2.612 0.505 -0.622
O2 1.986 -1.019 0.886
S1 -2.311 0.577 -0.151
H1 1.506 2.149 0.780
H2 -0.276 2.497 0.650
H3 -1.484 -2.320 -1.052
H4 0.189 -2.111 -0.358
H5 -3.386 -0.405 -0.146

Cartesian forces, eV/Å:
0.08 1.06 0.35
0.90 -0.82 0.04
-6.24 -3.13 -0.18
3.34 4.31 1.00
2.50 -0.04 -1.34
-0.34 -1.79 1.47
0.14 0.63 -0.87
-2.10 -1.09 -0.12
0.88 1.06 0.24
-0.57 -0.14 -0.07
-1.13 -0.88 -0.28
0.77 -0.57 -0.22
1.77 1.40 -0.03

Net charge: 0
HOMO level (Eh): -0.3432
Gap between HOMO and LUMO (eV): 8.8

Charges obtained by Mulliken population analysis, quoted in units of e:
1. C -0.74
2. C -0.61
3. C 0.16
4. C 0.39
5. N 0.70
6. O -0.49
7. O -0.49
8. S -0.25
9. H 0.29
10. H 0.29
11. H 0.31
12. H 0.28
13. H 0.16

***

6.
Molecular formula: C4H5NO3
Method: DFT, ωB97M-V/def2-TZVPD

CARTESIAN COORDINATES (ANGSTROEM)
C1 -0.996 0.105 0.481
C2 -0.317 1.039 1.248
C3 1.040 0.317 -0.335
C4 -0.152 -0.297 -0.565
H1 -2.418 -1.192 -0.101
H2 -2.598 -0.736 1.680
H3 -0.678 1.566 2.033
H4 2.718 -0.397 -1.302
H5 -1.662 -1.139 -1.914
N1 -2.315 -0.347 0.561
O1 0.992 0.877 0.954
O2 2.438 0.145 -0.558
O3 -0.505 -1.355 -1.559

Cartesian forces, eV/Å:
-0.87 1.31 0.91
-0.67 -4.30 -2.34
3.60 -1.36 2.41
0.02 -2.38 -2.62
0.08 1.64 1.81
1.22 1.47 -4.58
-0.36 1.56 2.39
-0.76 -0.12 -0.18
5.58 -0.72 1.60
-1.81 -2.87 2.77
0.29 1.88 -2.50
-2.07 0.50 -0.09
-4.23 3.39 0.41

Net charge: 0
HOMO level (Eh): -0.2868
Gap between HOMO and LUMO (eV): 7.8

Charges obtained by Mulliken population analysis, quoted in units of e:
1. C 0.38
2. C -0.65
3. C 0.22
4. C 0.39
5. H 0.24
6. H 0.30
7. H 0.50
8. H 0.33
9. H 0.36
10. N -0.67
11. O -0.26
12. O -0.51
13. O -0.64

***

7.
Molecular formula: C4H5NO3
Method: DFT, ωB97M-V/def2-TZVPD

CARTESIAN COORDINATES (ANGSTROEM)
C1 2.790 -0.082 -0.030
C2 -0.439 1.058 -0.182
C3 -1.134 -0.051 -0.365
C4 -2.140 -0.591 0.547
H1 3.170 0.904 -0.711
H2 3.611 -0.950 0.454
H3 -0.570 -0.827 -0.809
H4 -1.890 -1.840 0.357
H5 -2.669 -0.094 1.530
N1 1.571 -0.457 0.054
O1 1.005 0.894 -0.391
O2 -0.831 2.059 0.312
O3 -2.473 -0.023 -0.767

Cartesian forces, eV/Å:
3.24 -2.37 -0.35
5.38 4.83 2.34
-2.66 -5.40 -1.41
-0.90 -2.60 -0.03
-1.06 -2.76 2.52
-2.37 2.79 -1.73
0.47 -0.74 -0.71
-1.75 3.44 1.58
1.75 -1.36 -2.81
1.15 3.71 -0.49
-2.78 -0.44 0.07
0.05 1.29 -0.43
-0.51 -0.41 1.46

Net charge: 0
HOMO level (Eh): -0.3918
Gap between HOMO and LUMO (eV): 11.3
SMILES string: C=NOC(=O)[C@H]1CO1

Charges obtained by Mulliken population analysis, quoted in units of e:
1. C -0.15
2. C 0.26
3. C 0.22
4. C -0.30
5. H 0.26
6. H 0.25
7. H 0.42
8. H 0.21
9. H 0.27
10. N -0.31
11. O -0.23
12. O -0.48
13. O -0.42

***

8.
Molecular formula: C4H5NO3
Method: DFT, ωB97M-V/def2-TZVPD

CARTESIAN COORDINATES (ANGSTROEM)
C1 1.801 -1.140 -0.056
C2 0.368 -0.352 -0.145
C3 -1.717 0.108 -0.191
C4 0.142 0.932 -0.005
H1 1.527 -2.100 -0.652
H2 2.096 -1.537 1.069
H3 2.548 -0.412 -0.502
H4 -3.260 -0.982 0.656
H5 0.409 2.988 0.259
N1 -0.946 -0.902 -0.147
O1 -3.039 0.071 -0.068
O2 -1.038 1.372 -0.129
O3 1.108 1.953 -0.088

Cartesian forces, eV/Å:
-2.66 -0.55 0.81
1.74 -2.62 1.75
-0.38 -0.13 0.63
7.15 3.35 -1.10
1.26 1.70 0.70
-0.81 1.42 -2.86
-0.69 -1.46 0.55
1.14 4.84 -3.48
3.45 -4.76 -1.60
0.91 -0.08 -0.63
-1.33 -3.80 3.16
-5.68 -1.66 0.04
-4.10 3.76 2.05

Net charge: 0
HOMO level (Eh): -0.3000
Gap between HOMO and LUMO (eV): 7.9

Charges obtained by Mulliken population analysis, quoted in units of e:
1. C -0.82
2. C 0.12
3. C 0.46
4. C 0.76
5. H 0.27
6. H 0.22
7. H 0.26
8. H 0.44
9. H 0.41
10. N -0.54
11. O -0.59
12. O -0.34
13. O -0.65

***

9.
Molecular formula: C4H5NO3
Method: DFT, ωB97M-V/def2-TZVPD

CARTESIAN COORDINATES (ANGSTROEM)
C1 -0.628 -0.161 -1.352
C2 -1.102 -0.039 -0.124
C3 -0.354 -2.529 -2.463
C4 0.166 0.142 0.595
N1 0.894 0.186 -0.784
O1 -1.290 -2.308 -3.091
O2 0.518 -2.713 -1.732
O3 -2.304 0.003 0.512
H1 0.386 1.137 1.006
H2 0.533 -0.664 1.389
H3 1.822 -0.254 -0.771
H4 1.145 1.121 -1.029
H5 -2.904 -0.053 -0.195

Cartesian forces, eV/Å:
-0.19 0.01 -2.40
1.33 0.27 2.09
-0.78 0.80 0.62
1.99 0.22 1.42
-0.29 -0.79 2.18
-0.51 -0.62 -1.14
1.24 -0.68 0.21
1.58 -0.15 0.38
-0.47 -0.22 0.58
-0.59 1.45 -2.02
-0.93 -1.07 -0.46
-0.42 0.92 -0.13
-1.97 -0.14 -1.33

Net charge: 0
HOMO level (Eh): -0.2949
Gap between HOMO and LUMO (eV): 8.5

Charges obtained by Mulliken population analysis, quoted in units of e:
1. C -1.23
2. C 0.88
3. C 0.78
4. C -0.50
5. N -0.14
6. O -0.33
7. O -0.41
8. O -0.48
9. H 0.28
10. H 0.23
11. H 0.28
12. H 0.32
13. H 0.33

***

10.
Molecular formula: C4H5NO3
Method: DFT, ωB97M-V/def2-TZVPD

CARTESIAN COORDINATES (ANGSTROEM)
C1 -0.221 1.609 -0.308
C2 -0.217 0.350 0.075
C3 2.180 -0.291 0.174
C4 -2.084 -0.898 0.297
H1 0.608 2.047 -0.932
H2 -1.234 2.165 -0.233
H3 0.825 -1.455 -0.527
H4 2.345 0.639 0.750
H5 -2.741 -1.313 1.052
N1 0.896 -0.504 -0.193
O1 3.043 -1.058 -0.177
O2 -1.086 -0.262 0.901
O3 -2.312 -1.028 -0.881

Cartesian forces, eV/Å:
-1.89 1.54 -1.04
3.36 -0.36 -0.84
0.33 0.51 -0.33
-1.90 -1.03 -1.00
-1.19 -0.71 0.77
2.17 -0.61 0.33
-0.80 0.03 -0.29
0.06 -0.16 -0.05
-0.16 -0.20 0.40
-0.38 0.29 0.36
0.57 -0.02 0.41
-1.11 0.22 0.28
0.94 0.49 0.99

Net charge: 0
HOMO level (Eh): -0.3641
Gap between HOMO and LUMO (eV): 10.6
SMILES string: C=C(NC=O)OC=O

Charges obtained by Mulliken population analysis, quoted in units of e:
1. C -0.69
2. C 0.54
3. C 0.09
4. C 0.10
5. H 0.30
6. H 0.21
7. H 0.26
8. H 0.32
9. H 0.37
10. N -0.22
11. O -0.56
12. O -0.27
13. O -0.44

***

Per-record ΔE to the lowest compared entry with this formula, charge and spin, kcal per mole: 170.90, 33.45, 170.58, 83.37, 168.75, 112.62, 167.71, 123.14, 100.70, 35.62